The following is a DFT calculation (ωB97M-V with the def2-TZVPD basis set) of a structure of composition CaH16O8.

Last column: Löwdin charge in e.
Atoms and positions in Å:
Ca 17.761 9.860 -15.064  1.25
O 19.635 10.951 -14.019  -0.12
H 20.546 10.660 -13.976  0.06
H 19.687 11.907 -13.992  0.06
O 18.109 8.457 -13.101  -0.12
H 18.607 8.706 -12.322  0.06
H 17.753 7.593 -12.892  0.06
O 16.797 12.128 -14.853  -0.13
H 15.926 12.454 -15.083  0.05
H 17.171 12.812 -14.298  0.06
O 16.886 7.725 -15.644  -0.15
H 17.307 6.887 -15.836  0.06
H 16.125 7.750 -16.224  0.03
O 15.913 10.337 -16.772  -0.14
H 15.129 9.822 -16.965  0.03
H 15.904 11.040 -17.422  0.03
O 18.637 11.121 -16.898  -0.15
H 19.394 10.822 -17.401  0.06
H 17.985 11.351 -17.560  0.03
O 15.600 9.766 -13.791  -0.12
H 15.219 10.300 -13.094  0.06
H 14.851 9.326 -14.193  0.04
O 19.631 8.341 -15.582  -0.12
H 19.942 7.654 -14.992  0.06
H 20.429 8.728 -15.942  0.05

The value obtained for the energy above the lowest of the compared OMol25 structures with the same formula, charge and spin is 3.1 kcal/mol. For the LUMO energy (alpha / beta), the calculation gives -2.97 / -3.19 eV. The multiplicity is 2. Its total charge is +1. The value obtained for the gap between HOMO and LUMO (alpha / beta) is 2.990 / 11.908 eV. As for the calculated total energy: -35075.132 eV.